# 1
{
  "formula": "C3H3N3O",
  "method": "ωB97M-V with the def2-TZVPD basis set",
  "homo_ha": -0.3615,
  "energy_ev": -9675.0469,
  "mol_weight_g_mol": 97.1,
  "charge": 0,
  "e_above_lowest_kcal_mol": 55.5,
  "orbital_gap_ev": 10.1,
  "species": ["O", "C", "N", "C", "N", "C", "N", "H", "H", "H"],
  "positions_angstrom": [[2.8369, 0.0793, 0.1201], [1.8081, -0.5105, 0.2870], [0.4668, 0.0137, 0.0010], [-0.5608, 1.3311, -0.5239], [-1.7361, 0.8879, -0.4154], [-1.6408, -0.4971, 0.1026], [-0.4429, -0.9074, 0.3052], [1.7967, -1.5547, 0.6946], [-0.0394, 2.2451, -0.8354], [-2.5186, -1.1306, 0.2813]],
  "forces_ev_per_angstrom": [[-0.72, 0.07, -0.07], [0.03, 0.88, -0.32], [-1.17, 0.94, -0.31], [1.92, -2.60, 1.03], [1.42, -1.38, 0.60], [-0.14, 1.40, -0.61], [-0.66, -0.12, 0.00], [-0.58, 0.73, -0.34], [-0.57, -0.60, 0.19], [0.47, 0.68, -0.19]]
}

=====

# 2
{
  "formula": "C12H16N2O",
  "method": "ωB97M-V with the def2-TZVPD basis set",
  "homo_ha": -0.3155,
  "energy_ev": -17730.5499,
  "mol_weight_g_mol": 204.3,
  "charge": 0,
  "e_above_lowest_kcal_mol": 36.3,
  "orbital_gap_ev": 9.2,
  "species": ["C", "C", "C", "C", "C", "N", "N", "H", "H", "H", "H", "H", "H", "H", "H", "C", "C", "C", "C", "C", "C", "C", "O", "H", "H", "H", "H", "H", "H", "H", "H"],
  "positions_angstrom": [[2.6917, -0.4682, 1.4379], [2.3560, -1.8903, 0.9872], [1.5402, 0.2661, 2.0506], [0.7836, -0.0861, 3.1294], [-0.1172, 1.6270, 2.0858], [0.9608, 1.3296, 1.4026], [-0.2603, 0.8202, 3.1656], [3.4079, -0.4974, 2.2753], [3.2054, 0.0460, 0.6304], [2.0775, -2.5822, 1.7832], [0.7857, -0.9535, 3.7646], [-0.5842, 2.5863, 1.9348], [-1.1272, 0.5886, 3.6206], [3.0675, -2.3886, 0.3331], [1.4508, -1.7682, 0.3727], [0.5042, 1.9066, -2.1187], [-2.8264, 0.2795, -1.2606], [-2.6472, -1.0149, -1.6824], [-1.8530, 1.2554, -1.4690], [-0.6222, 0.9244, -1.9997], [-1.3672, -1.3578, -2.1284], [-0.3552, -0.4389, -2.2758], [-3.6628, -1.9505, -1.5702], [-3.8258, 0.5407, -0.9287], [-2.0982, 2.3020, -1.3296], [-1.1268, -2.4058, -2.2897], [-3.5575, -2.3801, -0.7034], [0.5796, 2.2643, -3.1583], [1.4245, 1.3303, -2.0329], [0.6733, -0.7241, -2.4609], [0.5224, 2.8398, -1.5658]],
  "forces_ev_per_angstrom": [[1.19, -0.56, 1.58], [-1.36, 0.17, -0.63], [-0.40, -0.43, -1.25], [-0.25, -0.01, -0.30], [0.92, 0.67, -0.27], [0.07, 0.22, 0.31], [-0.19, -0.59, 0.10], [0.33, -0.25, -0.43], [-0.42, 0.45, 0.00], [0.16, 0.18, 0.18], [0.17, 0.06, 0.15], [-0.76, -0.29, 0.06], [0.00, 0.44, 0.21], [0.44, 0.23, 0.19], [0.06, -0.31, 0.02], [0.51, -0.07, -1.82], [-1.03, 0.50, -0.66], [1.16, 0.18, 0.35], [-0.25, -0.04, -0.48], [0.50, -0.38, 0.73], [0.06, -1.20, -0.16], [-0.49, 1.34, 0.72], [0.25, -0.21, 0.51], [0.10, 0.16, 0.19], [0.05, -0.05, 0.40], [-0.22, 0.03, -0.14], [-0.18, 0.10, -0.50], [-0.26, -0.12, -0.05], [0.23, 0.36, 0.57], [-0.15, -0.21, -0.33], [-0.27, -0.40, 0.72]]
}

=====

# 3
{
  "formula": "C36H67BCdN6O3S5Si",
  "method": "ωB97M-V with the def2-TZVPD basis set",
  "homo_ha": -0.0383,
  "energy_ev": -120810.6871,
  "mol_weight_g_mol": 943.6,
  "charge": -2,
  "orbital_gap_ev": 5.0,
  "species": ["Cd", "C", "C", "C", "C", "N", "N", "B", "N", "N", "C", "C", "C", "C", "C", "C", "C", "C", "N", "N", "C", "C", "C", "C", "C", "C", "C", "C", "C", "C", "C", "C", "H", "H", "H", "H", "H", "H", "H", "H", "H", "H", "H", "H", "H", "H", "H", "H", "H", "H", "H", "H", "H", "H", "H", "H", "H", "H", "H", "H", "H", "H", "H", "H", "H", "H", "H", "H", "H", "H", "H", "H", "S", "S", "S", "S", "C", "C", "C", "C", "O", "Si", "S", "O", "C", "C", "C", "C", "O", "C", "C", "C", "C", "H", "H", "H", "H", "H", "H", "H", "H", "H", "H", "H", "H", "H", "H", "H", "H", "H", "H", "H", "H", "H", "H", "H", "H", "H", "H", "H"],
  "positions_angstrom": [[-0.2491, 1.2580, 1.7359], [3.8109, -0.5726, 5.2428], [2.4599, 0.0316, 5.0331], [1.5419, 0.3927, 5.9899], [0.4199, 0.8679, 5.2828], [0.6666, 0.8124, 3.9756], [1.9136, 0.2859, 3.8268], [2.4814, -0.2179, 2.4778], [2.7645, 0.9161, 1.4852], [1.8329, 1.8028, 1.0648], [2.4196, 2.6356, 0.2057], [3.7672, 2.2733, 0.0748], [3.9452, 1.1828, 0.9015], [5.2071, 0.4167, 1.1312], [1.7108, 3.8000, -0.4381], [0.4369, 3.3083, -1.1383], [1.3666, 4.8227, 0.6514], [2.6313, 4.4606, -1.4666], [1.4849, -1.2568, 1.9135], [0.1511, -1.0361, 1.8667], [-0.4371, -2.1873, 1.5655], [0.5417, -3.1786, 1.4032], [1.7478, -2.5449, 1.6274], [3.1173, -3.1385, 1.5918], [-1.9351, -2.3455, 1.5415], [-2.2920, -3.7769, 1.1353], [-2.5763, -1.3731, 0.5508], [-2.4781, -2.0652, 2.9521], [-0.8678, 1.2986, 5.9419], [-0.5881, 2.4969, 6.8570], [-1.9256, 1.6775, 4.9170], [-1.3787, 0.1232, 6.7921], [4.0183, -0.6143, 6.3113], [3.8495, -1.5868, 4.8407], [4.5899, 0.0144, 4.7543], [1.6686, 0.3164, 7.0571], [3.5151, -0.7667, 2.6953], [4.5242, 2.7284, -0.5400], [6.0071, 0.8765, 0.5529], [5.4904, 0.4189, 2.1846], [5.0989, -0.6208, 0.8116], [-0.2983, 2.9651, -0.4119], [-0.0163, 4.1170, -1.7158], [0.6588, 2.4682, -1.7971], [0.8091, 4.3651, 1.4645], [2.2753, 5.2516, 1.0830], [0.7582, 5.6298, 0.2398], [2.9131, 3.7554, -2.2531], [2.1165, 5.3062, -1.9259], [3.5406, 4.8363, -0.9907], [0.4059, -4.2155, 1.1483], [3.0471, -4.1848, 1.2993], [3.7443, -2.6132, 0.8699], [3.5999, -3.0765, 2.5689], [-1.9165, -3.9836, 0.1322], [-1.8609, -4.5005, 1.8315], [-3.3770, -3.8982, 1.1321], [-2.0991, -1.4366, -0.4253], [-3.6360, -1.6128, 0.4372], [-2.4969, -0.3434, 0.9020], [-2.1170, -2.8119, 3.6644], [-2.1489, -1.0804, 3.2840], [-3.5709, -2.0827, 2.9432], [-0.2836, 3.3581, 6.2603], [-1.4926, 2.7633, 7.4116], [0.2047, 2.2668, 7.5753], [-1.6162, 2.5690, 4.3766], [-2.0889, 0.8721, 4.2002], [-2.8745, 1.8991, 5.4100], [-0.6652, -0.1337, 7.5788], [-2.3271, 0.3934, 7.2626], [-1.5389, -0.7609, 6.1698], [0.0082, 5.5130, 3.4525], [-1.9464, 5.2957, 3.0157], [-2.2139, 4.3254, 1.1995], [-2.4709, 2.2755, 1.3960], [0.3063, -4.0034, -2.6271], [-0.9390, -3.6804, -3.4578], [-2.0485, -4.6728, -3.0939], [-0.6208, -3.8164, -4.9528], [-1.4524, -2.3926, -3.1797], [-0.7597, -0.8677, -3.1519], [0.8017, -0.5671, -1.8841], [-0.4633, -0.5971, -4.7888], [0.5029, 0.1971, -5.4654], [1.8413, -0.5500, -5.4932], [0.7038, 1.5707, -4.8210], [-0.0349, 0.3738, -6.8883], [-2.0580, 0.0681, -2.7487], [-3.2695, 0.3999, -3.4055], [-3.0732, 1.7278, -4.1433], [-4.3278, 0.5832, -2.3160], [-3.7276, -0.6755, -4.3969], [0.6254, -5.0348, -2.8041], [0.0876, -3.8629, -1.5669], [1.1152, -3.3174, -2.8729], [-1.7242, -5.6968, -3.2933], [-2.9470, -4.4606, -3.6776], [-2.2959, -4.5753, -2.0367], [-0.1484, -4.7802, -5.1588], [0.0465, -3.0099, -5.2495], [-1.5385, -3.7321, -5.5395], [2.1321, -0.7543, -4.4613], [2.6203, 0.0467, -5.9743], [1.7380, -1.4975, -6.0290], [1.0876, 1.4299, -3.8127], [-0.2449, 2.1050, -4.7515], [1.4107, 2.1641, -5.4062], [-0.2011, -0.6045, -7.3450], [0.6608, 0.9473, -7.5052], [-0.9898, 0.9028, -6.8529], [-2.7402, 2.4903, -3.4369], [-4.0058, 2.0535, -4.6109], [-2.3126, 1.6082, -4.9156], [-3.9308, 1.2290, -1.5308], [-4.5750, -0.3832, -1.8745], [-5.2349, 1.0294, -2.7304], [-3.0229, -0.7443, -5.2269], [-4.7236, -0.4362, -4.7778], [-3.7480, -1.6411, -3.8937]],
  "forces_ev_per_angstrom": [[-0.41, 0.26, 0.11], [-0.10, 0.02, -0.13], [-0.11, -0.01, 0.14], [0.02, 0.01, -0.02], [0.32, -0.08, -0.05], [-0.12, 0.03, 0.17], [0.25, 0.05, 0.09], [-0.39, 0.11, 0.03], [0.41, -0.08, 0.03], [-0.20, -0.02, -0.03], [0.08, 0.00, 0.02], [0.01, -0.05, 0.07], [0.03, 0.18, -0.15], [-0.16, -0.05, 0.03], [-0.13, 0.14, -0.05], [0.17, -0.10, 0.05], [0.13, -0.32, -0.31], [0.05, -0.18, -0.01], [0.30, -0.35, -0.12], [-0.09, 0.16, -0.16], [0.13, -0.09, 0.03], [0.03, 0.03, 0.02], [-0.19, -0.10, 0.03], [-0.05, 0.20, 0.01], [-0.19, 0.02, 0.05], [0.10, 0.12, 0.02], [0.10, -0.02, 0.00], [0.05, -0.02, -0.14], [-0.12, -0.02, -0.01], [0.02, 0.03, -0.06], [0.17, 0.07, 0.01], [0.06, 0.01, -0.06], [0.02, 0.01, 0.01], [0.07, 0.01, 0.02], [0.03, -0.04, 0.01], [-0.02, 0.01, 0.02], [0.06, -0.06, -0.01], [-0.04, 0.04, -0.02], [0.01, -0.01, -0.01], [0.03, -0.03, -0.01], [0.06, -0.01, 0.03], [-0.08, 0.05, -0.06], [-0.02, 0.03, 0.06], [-0.02, -0.03, -0.06], [0.01, 0.08, -0.13], [-0.01, 0.01, 0.03], [-0.03, 0.00, 0.05], [0.00, 0.03, -0.05], [-0.03, 0.00, 0.00], [0.01, 0.02, -0.02], [-0.02, 0.00, -0.02], [0.01, 0.00, -0.02], [0.03, -0.05, 0.00], [0.05, -0.03, -0.03], [-0.02, -0.07, -0.02], [-0.03, -0.04, -0.02], [-0.01, -0.01, 0.00], [0.03, 0.04, -0.10], [-0.06, 0.06, 0.02], [-0.05, 0.00, -0.09], [0.01, 0.03, 0.03], [-0.04, -0.01, 0.06], [-0.01, -0.01, 0.02], [0.03, 0.05, 0.00], [0.00, 0.00, -0.02], [-0.05, 0.02, -0.02], [-0.07, 0.08, -0.18], [-0.06, 0.06, 0.00], [-0.01, 0.00, 0.01], [-0.02, -0.04, -0.01], [-0.01, 0.01, 0.00], [-0.01, 0.01, 0.02], [0.24, 0.05, 0.67], [-0.60, -0.21, -0.19], [0.04, 0.37, 0.01], [0.29, -0.33, 0.19], [-0.12, 0.21, -0.01], [0.00, -0.26, -0.10], [0.04, 0.18, -0.02], [-0.04, 0.15, 0.17], [0.01, -0.20, 0.01], [0.33, 0.08, 0.09], [-0.10, -0.10, -0.06], [0.05, 0.11, -0.03], [0.12, 0.02, -0.22], [-0.17, -0.01, 0.15], [-0.15, -0.23, 0.10], [-0.05, -0.06, 0.13], [-0.23, 0.05, -0.04], [-0.19, 0.17, -0.11], [0.08, -0.10, 0.10], [0.22, -0.05, 0.00], [0.21, 0.02, 0.16], [-0.03, 0.00, -0.01], [0.04, 0.00, 0.02], [0.07, 0.00, 0.01], [-0.03, -0.03, 0.00], [0.01, 0.00, 0.00], [-0.02, -0.02, 0.03], [-0.02, -0.02, -0.01], [0.06, -0.02, -0.07], [0.02, 0.03, -0.02], [0.07, -0.03, -0.01], [-0.02, 0.02, -0.04], [0.00, 0.01, 0.00], [0.07, 0.08, 0.08], [0.05, 0.03, -0.03], [-0.01, 0.00, -0.01], [0.01, 0.01, -0.01], [0.03, -0.01, 0.00], [0.00, 0.00, -0.03], [0.00, 0.01, -0.02], [-0.01, 0.01, -0.01], [-0.03, 0.00, -0.02], [-0.03, 0.01, 0.01], [-0.01, -0.03, 0.06], [-0.03, -0.02, 0.01], [-0.02, -0.03, -0.04], [0.01, 0.03, -0.01], [-0.07, -0.05, -0.02]]
}